Computed, not measured: a structure of composition C19H47N2O7Zn at a distorted geometry, with ωB97M-V/def2-TZVPD.

```
76
Properties=species:S:1:pos:R:3:forces:R:3
Zn -0.124938 -0.409473 0.189229 2.1 2.0 0.8
C 3.548282 -2.308739 1.863071 0.0 -1.4 -1.4
C 2.454002 -1.226657 1.901607 -0.1 1.5 0.7
O 1.745451 -0.816387 0.786066 -1.1 -0.8 -1.5
H 4.367843 -2.246773 2.579016 -0.3 0.7 0.3
H 4.022912 -2.342772 0.882423 0.2 0.9 -0.3
H 3.328214 -3.376269 1.870185 -1.1 -0.2 0.5
H 3.036819 -0.346721 2.173895 0.4 0.4 0.4
H 1.720891 -1.275650 2.706742 0.2 -0.9 0.8
C -2.001450 3.625793 0.197668 1.7 -1.3 0.1
C -0.567390 2.919451 0.303624 -1.0 -0.7 0.5
O -0.542153 1.581130 -0.070483 -0.4 -1.4 -0.5
H -1.903009 4.703595 0.327133 -0.1 0.0 -0.2
H -2.603643 3.224864 1.012970 -0.2 0.0 0.0
H -2.453218 3.327447 -0.748373 -0.1 0.3 -0.1
H -0.310540 2.955474 1.362317 0.3 0.6 0.4
H 0.211910 3.439842 -0.253140 -0.1 0.6 -0.2
C -2.208113 -2.589261 -2.848129 -0.5 1.3 -0.8
C -0.988306 -2.562243 -1.949774 -0.5 1.1 1.3
C -0.011129 -3.636040 -2.134342 1.8 -1.6 -0.5
O -0.352153 -1.359461 -1.602778 -1.6 -0.9 -0.8
H -2.701459 -3.554116 -2.965440 0.8 -0.3 -0.1
H -1.945931 -2.131191 -3.801826 0.1 -0.5 -0.4
H -3.070308 -1.991135 -2.553217 0.4 0.5 0.7
H -1.345338 -2.878448 -0.969643 -0.6 0.3 1.0
H 0.601282 -3.508970 -3.027035 -0.2 -0.1 -0.2
H -0.508977 -4.605634 -2.122210 0.0 0.0 -0.4
H 0.698920 -3.680157 -1.308518 0.0 0.3 0.1
C -3.227640 2.273216 4.143762 -0.1 1.4 0.1
O -2.904444 1.395758 3.163402 1.7 -2.9 -1.8
C -1.582152 0.839168 3.284285 -0.2 -1.3 -0.6
C -1.497648 -0.679641 2.842736 1.4 0.5 1.6
N -1.664903 -1.028408 1.425932 -0.7 1.0 0.8
C -2.889939 -0.433935 0.918421 -0.8 1.6 -2.2
C -4.216977 -0.993206 1.368517 0.8 -1.7 0.1
O -4.035626 -2.351064 0.977179 -0.7 -2.4 1.5
C -4.805641 -3.330594 1.782689 0.2 0.8 -1.9
H -4.248010 2.569359 3.900369 -0.1 0.2 0.6
H -2.562414 3.118967 3.969729 -0.1 0.6 0.9
H -3.118410 1.820302 5.129179 -0.1 0.3 0.3
H -1.190902 0.935520 4.297083 -0.6 -0.5 0.6
H -0.759755 1.346513 2.779921 -0.6 0.6 -1.0
H -2.031520 -1.361784 3.504382 -0.8 0.3 -0.1
H -0.471697 -0.939802 3.103209 0.3 0.1 -0.1
H -1.785430 -2.027835 1.343917 0.0 -0.3 0.2
H -2.805075 -0.628942 -0.150627 -0.6 -0.1 -0.3
H -2.878714 0.655965 0.927531 0.4 -0.1 0.5
H -5.098704 -0.653937 0.824870 0.2 0.8 0.2
H -4.359489 -1.009933 2.449035 -0.1 0.7 0.1
H -4.397718 -4.317660 1.564959 0.2 0.2 0.2
H -5.815628 -3.329559 1.372780 -0.2 0.0 0.2
H -4.852944 -3.133259 2.853635 0.4 0.2 0.0
C 5.700740 0.130205 0.108485 -1.6 1.6 0.5
O 5.172987 0.960604 -0.943623 0.6 -0.5 0.0
C 4.644070 2.290871 -0.587029 -0.1 -2.0 -1.8
C 3.109949 2.179805 -0.470957 1.3 0.2 2.3
N 2.341095 1.585358 -1.476913 -0.7 -0.6 -1.0
C 2.316147 2.320049 -2.703615 0.4 -1.6 -0.4
C 1.284267 1.655940 -3.599339 1.3 1.2 -0.4
O 1.726523 0.341798 -3.990803 -0.7 0.7 -0.7
C 1.029132 -0.055099 -5.174789 -0.7 0.4 0.3
H 4.922855 0.193098 0.869438 0.3 -0.3 0.7
H 6.629992 0.546383 0.497568 0.2 -0.1 0.0
H 5.808743 -0.932626 -0.107898 0.0 0.3 -0.8
H 4.983987 2.777961 -1.500980 -0.1 0.9 0.4
H 5.117377 2.651780 0.326110 -0.1 0.3 -0.1
H 2.546829 3.086917 -0.251529 1.0 1.0 0.7
H 3.020566 1.532472 0.401441 -0.4 -0.1 0.3
H 1.411458 1.740520 -1.113863 -0.7 -0.9 0.2
H 3.297589 2.207396 -3.164232 0.1 0.2 -0.3
H 2.082880 3.379604 -2.598547 -0.1 0.5 0.1
H 1.268563 2.375142 -4.418248 -0.1 -0.5 -1.0
H 0.304616 1.810151 -3.147013 -0.4 -1.1 0.3
H 0.000764 -0.267091 -4.882171 -0.3 -0.1 -0.2
H 1.387419 -0.920389 -5.732468 0.7 -0.2 0.8
H 0.994362 0.742445 -5.916960 0.1 0.3 0.0
```
Positions in Å, forces in eV/Å.

Properties
multiplicity: 2
LUMO level (spin up / spin down): 0.004 / -0.111 Ha
HOMO energy (spin up / spin down): -7.642 / -7.597 eV